[1]
Here is a 2-piece molecular cluster, C3H6N overall from the OMol25 dataset. Energies are from the ωB97M-V functional and the def2-TZVPD basis.

Calculated values
LUMO energy	-6.9474	eV
E_HOMO	-17.0	eV
gap between HOMO and LUMO	10.019	eV
electronic energy	-172.237198	Eh
net charge	+1

Last column: natural (NBO) charge in e.
Positions of all 10 atoms, in Å:
C -0.183 0.099 0.429  0.392
C 1.718 -0.346 1.905  -0.066
C -1.431 0.361 -1.783  -0.457
N -0.803 0.233 -0.521  -0.364
H 1.699 -1.450 1.801  0.228
H 2.520 0.318 1.478  0.259
H 1.180 -0.241 2.774  0.203
H -2.372 0.953 -1.601  0.268
H -0.729 0.885 -2.471  0.266
H -1.599 -0.812 -2.011  0.270

Forces on atoms 1 to 2 (eV/Å):
2.305 -0.530 1.683
0.021 -1.321 -2.559

---

[2]
Here is a 2-piece molecular cluster, C3H6N2 overall from the OMol25 dataset. Energies are from the ωB97M-V functional and the def2-TZVPD basis.

Calculated values
LUMO energy	-0.4340	eV
E_HOMO	-8.9	eV
gap between HOMO and LUMO	8.472	eV
electronic energy	-227.331699	Eh

Last column: natural (NBO) charge in e.
Positions of all 11 atoms, in Å:
C 1.485 -0.376 0.121  -0.708
C 0.073 -0.301 -0.297  0.332
N -0.922 -0.657 0.437  -0.650
C -1.143 2.012 -0.563  -0.138
N -2.219 1.530 -0.571  -0.756
H 1.876 0.647 0.044  0.286
H 1.609 -0.735 1.145  0.225
H 2.054 -1.000 -0.575  0.257
H -0.186 0.086 -1.276  0.263
H -1.833 -0.252 0.139  0.482
H -0.794 -0.953 1.397  0.407

Forces on atoms 1 to 2 (eV/Å):
-0.032 -0.018 0.053
-0.091 -0.311 0.214

---

[3]
Here is C3H6N2 as an isolated structure from the OMol25 dataset. Energies are from the ωB97M-V functional and the def2-TZVPD basis.

Calculated values
LUMO energy	1.1908	eV
E_HOMO	-7.5	eV
gap between HOMO and LUMO	8.683	eV
electronic energy	-227.273113	Eh

Last column: natural (NBO) charge in e.
Positions of all 11 atoms, in Å:
C -1.559 0.172 0.151  -0.348
C -0.510 1.043 0.168  0.007
C -0.631 -0.928 -0.034  -0.231
N 0.431 0.091 -0.214  -0.295
N 1.764 0.249 0.252  -0.660
H -2.548 0.097 -0.113  0.212
H -0.123 2.069 0.304  0.205
H -0.562 -1.521 0.926  0.217
H -0.691 -1.613 -1.043  0.192
H 2.184 0.964 -0.320  0.351
H 2.245 -0.622 -0.076  0.350

Forces on atoms 1 to 2 (eV/Å):
1.087 1.345 0.271
0.427 0.135 -0.544

---

[4]
Here is one molecule with the formula C3H6N2 from the OMol25 dataset. Energies are from the ωB97M-V functional and the def2-TZVPD basis.

Calculated values
LUMO energy	0.6432	eV
E_HOMO	-9.3	eV
gap between HOMO and LUMO	9.987	eV
electronic energy	-227.327772	Eh

Last column: natural (NBO) charge in e.
Positions of all 11 atoms, in Å:
C -2.326 -0.075 0.092  -0.093
N -1.075 -0.283 -0.431  -0.290
N -0.349 0.931 -0.224  -0.316
C 0.917 0.786 -0.085  0.126
C 1.642 -0.526 0.006  -0.701
H -2.983 -0.968 -0.067  0.182
H -2.822 0.911 0.595  0.199
H 1.501 1.752 0.031  0.187
H 0.984 -1.372 -0.153  0.246
H 2.092 -0.666 1.014  0.231
H 2.418 -0.488 -0.777  0.227

Forces on atoms 1 to 2 (eV/Å):
2.323 -0.586 -1.585
-4.679 2.574 2.909

---

[5]
Here is one molecule with the formula C3H6N2 from the OMol25 dataset. Energies are from the ωB97M-V functional and the def2-TZVPD basis.

Calculated values
LUMO energy	1.0086	eV
E_HOMO	-9.7	eV
gap between HOMO and LUMO	10.678	eV
electronic energy	-227.282803	Eh

Last column: natural (NBO) charge in e.
Positions of all 11 atoms, in Å:
H -0.851 0.896 0.988  0.291
N -1.666 0.271 0.495  -0.611
C -1.035 -0.225 -0.454  0.276
N 0.250 -0.301 -0.641  -0.487
C 1.081 -0.565 0.556  -0.245
C 1.177 0.738 -0.081  -0.266
H -1.669 -0.914 -1.189  0.161
H 2.023 -1.230 0.498  0.217
H 0.539 -0.817 1.511  0.230
H 0.686 1.605 0.201  0.200
H 1.837 0.985 -1.123  0.234

Forces on atoms 1 to 2 (eV/Å):
-2.750 -1.639 -0.512
1.430 3.488 2.283

---

[6]
Here is one molecule with the formula C3H6N2 from the OMol25 dataset. Energies are from the ωB97M-V functional and the def2-TZVPD basis.

Calculated values
LUMO energy	0.8763	eV
E_HOMO	-9.6	eV
gap between HOMO and LUMO	10.450	eV
electronic energy	-227.390477	Eh

Last column: natural (NBO) charge in e.
Positions of all 11 atoms, in Å:
C -0.464 -0.113 -1.434  -0.415
N -0.753 -0.187 -0.010  -0.610
C 0.405 -0.427 0.840  -0.325
C 0.774 0.732 1.674  0.261
N 1.014 1.637 2.353  -0.319
H 0.379 0.548 -1.697  0.171
H -1.356 0.246 -1.953  0.211
H -0.248 -1.116 -1.820  0.193
H -1.254 0.636 0.299  0.371
H 0.225 -1.267 1.521  0.232
H 1.277 -0.690 0.228  0.232

Forces on atoms 1 to 2 (eV/Å):
0.009 -0.025 -0.222
-0.057 0.188 0.067

---

[7]
Here is a 2-piece molecular cluster, C3H6N2 overall from the OMol25 dataset. Energies are from the ωB97M-V functional and the def2-TZVPD basis.

Calculated values
LUMO energy (alpha / beta)	-0.9847 / -0.9844	eV
E_HOMO (alpha / beta)	-9.9 / -9.9	eV
gap between HOMO and LUMO (alpha / beta)	8.867 / 8.868	eV
electronic energy	-227.211662	Eh

Last column: natural (NBO) charge in e.
Positions of all 11 atoms, in Å:
C 0.636 -1.209 -0.068  -0.444
C 0.222 1.170 0.084  -0.261
N 0.063 0.020 -0.616  -0.279
C -1.923 -0.128 -0.119  0.087
N -2.585 0.580 0.527  -0.521
H -0.003 -2.024 -0.396  0.251
H 0.696 -1.201 1.023  0.196
H 1.622 -1.353 -0.518  0.217
H -0.215 2.059 -0.359  0.242
H 0.319 1.142 1.169  0.209
H 1.168 0.943 -0.727  0.302

Forces on atoms 1 to 2 (eV/Å):
-0.261 -0.089 0.151
2.454 0.183 -1.430

---

[8]
Here is one molecule with the formula C3H6N2 from the OMol25 dataset. Energies are from the ωB97M-V functional and the def2-TZVPD basis.

Calculated values
LUMO energy	1.1623	eV
E_HOMO	-9.0	eV
gap between HOMO and LUMO	10.212	eV
electronic energy	-227.301119	Eh

Last column: natural (NBO) charge in e.
Positions of all 11 atoms, in Å:
C 0.195 -1.771 -0.024  -0.156
N -0.471 -0.883 0.616  -0.209
N -0.562 0.302 -0.029  -0.267
C 0.015 1.478 0.452  -0.234
C 0.517 0.851 -0.863  -0.307
H 0.792 -1.730 -1.014  0.165
H 0.374 -2.728 0.482  0.180
H 0.837 1.389 1.262  0.199
H -0.734 2.300 0.475  0.213
H 0.103 1.099 -1.862  0.216
H 1.495 0.383 -0.846  0.200

Forces on atoms 1 to 2 (eV/Å):
1.103 -1.143 0.065
1.490 -1.246 -0.692